[1]
Below is a 2-piece molecular cluster, C2H7N3O overall in a non-equilibrium geometry, with properties calculated with wB97M-V/def2-TZVPD.

Structure (XYZ):
```
13
Properties=species:S:1:pos:R:3:forces:R:3
C -2.45164 -0.00834 -0.09401 4.52 2.85 2.91
C 1.66252 -0.01456 -0.70915 -1.22 0.23 0.11
N -2.39679 -0.02741 1.19479 -1.29 -0.76 -0.88
N 1.05262 0.48543 0.66610 0.25 -0.65 -1.41
N 0.03120 1.03618 0.98136 0.89 0.14 -0.69
O 1.92149 -1.42334 -0.70301 -1.78 1.63 0.12
H -2.92877 -0.59603 -0.79364 -2.08 -1.66 -0.49
H -1.65128 0.60391 -0.60307 -0.89 -0.11 0.18
H 1.06094 0.41107 -1.55004 0.09 -0.78 0.64
H 2.59435 0.49030 -0.69069 1.08 0.26 -0.18
H 1.80395 0.25251 1.29636 0.56 -0.26 1.50
H -1.71281 0.58611 1.72335 -0.96 -0.64 -1.79
H 1.01421 -1.79583 -0.71835 0.83 -0.26 -0.02
```
Positions in Å, forces in eV/Å.

total charge = 0
Kohn-Sham gap = 8.944 eV
electronic energy = -8700.7803 eV
relative energy (zero: lowest compared OMol25 entry of this formula, charge and spin) = 530.35 kJ/mol
LUMO energy = 0.5 eV
2S+1 = 1

***

[2]
Below is one molecule with the formula C2H7N3O in a non-equilibrium geometry, with properties calculated with wB97M-V/def2-TZVPD.

Structure (XYZ):
```
13
Properties=species:S:1:pos:R:3:forces:R:3
C 1.19063 0.89351 1.02720 -0.25 0.01 -0.06
N 0.33817 -1.49021 -0.70226 0.14 -0.93 -0.20
N 0.27679 0.65671 -0.06231 -0.78 0.30 -0.43
C -0.58105 -0.52035 -0.26162 1.02 1.63 -0.89
N -1.51989 -0.18533 -1.31555 0.03 0.01 0.42
O -1.01002 -1.11672 0.83243 -0.36 -0.41 0.73
H 0.98645 -1.63661 0.07512 0.04 0.06 -0.04
H 0.17124 1.38364 -0.75942 -0.01 -0.36 0.09
H -1.71173 -1.00716 -1.87706 0.04 -0.01 0.13
H -2.38545 0.13080 -0.89279 0.00 -0.02 -0.07
H 0.93714 1.83055 1.53365 -0.02 -0.16 0.12
H 2.22056 0.99189 0.67050 -0.02 -0.21 0.11
H 1.08717 0.06926 1.73210 0.18 0.09 0.10
```
Positions in Å, forces in eV/Å.

total charge = 0
Kohn-Sham gap (spin up / spin down) = 8.138 / 7.690 eV
electronic energy = -8701.3958 eV
relative energy (zero: lowest compared OMol25 entry of this formula, charge and spin) = 470.96 kJ/mol
LUMO energy (spin up / spin down) = -1.0 / -1.5 eV
2S+1 = 1

***

[3]
Below is a 2-piece molecular cluster, C2H7N3O overall in a non-equilibrium geometry, with properties calculated with wB97M-V/def2-TZVPD.

Structure (XYZ):
```
13
Properties=species:S:1:pos:R:3:forces:R:3
C 1.38438 0.02323 -1.64864 0.89 -2.03 0.67
C 1.02217 0.20277 1.42037 -1.34 -0.50 1.57
N -1.46318 -0.00925 -1.19573 2.23 2.57 -0.08
N -0.70889 -0.27060 0.05315 -1.04 1.44 -0.91
N 0.33820 0.60823 0.20495 0.12 -0.54 -1.50
O 1.72363 -1.12408 -1.81630 -1.14 2.78 0.70
H 1.55385 0.82194 -2.42627 -0.15 -0.19 0.52
H 0.91985 -0.90376 1.60252 0.49 0.89 -0.08
H 2.01326 0.55060 1.50099 1.46 0.04 -0.69
H 0.60910 0.72498 2.35941 -0.27 -0.71 -1.48
H -0.91154 0.89463 -1.67944 -1.94 -2.99 1.77
H -2.36968 0.36943 -0.88496 0.63 -0.07 -0.19
H -0.36983 -1.21668 0.03279 0.06 -0.70 -0.30
```
Positions in Å, forces in eV/Å.

total charge = 0
Kohn-Sham gap (spin up / spin down) = 8.359 / 8.382 eV
electronic energy = -8699.8634 eV
relative energy (zero: lowest compared OMol25 entry of this formula, charge and spin) = 618.82 kJ/mol
LUMO energy (spin up / spin down) = 0.6 / 0.5 eV
2S+1 = 1

***

[4]
Below is a 2-piece molecular cluster, C2H7N3O2 overall in a non-equilibrium geometry, with properties calculated with wB97M-V/def2-TZVPD.

Structure (XYZ):
```
14
Properties=species:S:1:pos:R:3:forces:R:3
C -1.91134 -0.14929 -0.28772 0.11 2.03 0.25
C -0.56369 0.25949 0.60533 -1.42 -1.81 -1.24
N -0.21223 1.49145 0.53819 -1.75 2.58 -0.99
N -0.04908 -0.78211 1.19114 1.80 -0.33 2.08
N 1.81918 -0.30758 -0.99233 1.59 2.20 -1.01
O -2.21429 -1.31904 -0.20177 0.08 -0.78 -0.07
O -2.40937 0.86549 -0.81758 0.68 -0.55 0.28
H -0.96191 2.03861 -0.10226 1.79 -1.55 1.67
H 0.46412 2.00277 1.10380 -0.17 -0.55 -0.39
H -0.39868 -1.70597 1.09718 -1.58 -0.29 -0.95
H 0.69627 -0.87520 1.87704 0.16 1.28 -0.38
H 1.29132 -0.17202 -1.82518 -1.31 0.14 -0.55
H 2.74224 -0.09217 -1.42072 -0.35 -0.78 1.07
H 1.70744 -1.25442 -0.76511 0.38 -1.59 0.25
```
Positions in Å, forces in eV/Å.

total charge = 0
Kohn-Sham gap = 9.870 eV
electronic energy = -10752.6323 eV
relative energy (zero: lowest compared OMol25 entry of this formula, charge and spin) = 139.28 kJ/mol
LUMO energy = 0.5 eV
2S+1 = 1

***

[5]
Below is a 2-piece molecular cluster, C2H7N3O2 overall in a non-equilibrium geometry, with properties calculated with wB97M-V/def2-TZVPD.

Structure (XYZ):
```
14
Properties=species:S:1:pos:R:3:forces:R:3
N 1.41324 1.31354 0.67338 -1.14 -0.60 0.35
C 0.90770 0.13748 0.19638 2.90 0.88 -5.03
N 1.57931 -0.96840 0.61758 -0.91 -0.49 0.95
O 0.38955 0.12967 -0.98357 1.17 0.07 2.85
H 1.95021 1.31075 1.52746 -0.32 0.51 -0.16
H 1.06561 2.13758 0.20485 0.24 -0.01 0.50
H 1.17130 -1.83403 0.29521 0.03 0.06 0.11
H 1.88521 -0.97010 1.57979 -0.06 -0.23 -0.01
N -2.03184 -0.61228 -1.21628 -0.23 0.33 -0.58
C -1.56859 0.25859 -0.26503 -1.11 -1.70 3.52
O -1.43243 -0.11298 0.95175 -0.71 1.25 -2.99
H -2.19975 -1.56377 -0.92242 0.30 0.14 0.27
H -1.54708 -0.54601 -2.10742 -0.40 0.10 0.24
H -1.58243 1.31996 -0.55168 0.24 -0.29 -0.02
```
Positions in Å, forces in eV/Å.

total charge = 0
Kohn-Sham gap = 9.993 eV
electronic energy = -10752.7193 eV
relative energy (zero: lowest compared OMol25 entry of this formula, charge and spin) = 130.89 kJ/mol
LUMO energy = 0.7 eV
2S+1 = 1

***

[6]
Below is an isolated ion of composition C2H7N3P and charge +1 in a non-equilibrium geometry, with properties calculated with wB97M-V/def2-TZVPD.

Structure (XYZ):
```
13
Properties=species:S:1:pos:R:3:forces:R:3
H 1.86023 -0.31433 2.27773 -0.26 1.65 0.96
N 1.66575 -0.62635 1.35456 0.28 -2.33 -1.86
N 0.83240 -0.20757 0.61085 0.38 2.74 2.43
C 0.36534 -0.90612 -0.53210 -0.72 -0.15 -2.32
C -1.10087 -0.44192 -0.68788 -2.41 -1.76 -0.23
P -1.26809 1.31404 -0.35021 0.50 2.07 -2.57
N -0.42591 1.31833 0.99513 2.01 -2.42 2.28
H 0.69249 -1.94022 -0.32264 -1.08 0.20 -0.39
H 0.73725 -0.63735 -1.55769 0.79 0.19 1.35
H -1.56110 -0.49189 -1.70261 0.91 -0.49 0.35
H -1.87254 -0.99586 -0.06943 1.08 0.60 -0.32
H -0.21962 1.94854 -1.25407 -1.42 -0.93 0.35
H 0.29468 1.98069 1.23834 -0.04 0.64 -0.05
```
Positions in Å, forces in eV/Å.

total charge = +1
Kohn-Sham gap (spin up / spin down) = 7.772 / 7.771 eV
electronic energy = -15934.8539 eV
relative energy (zero: lowest compared OMol25 entry of this formula, charge and spin) = 594.80 kJ/mol
LUMO energy (spin up / spin down) = -6.0 / -6.0 eV
2S+1 = 1

***

[7]
Below is one molecule with the formula C2H7N3S in a non-equilibrium geometry, with properties calculated with wB97M-V/def2-TZVPD.

Structure (XYZ):
```
13
Properties=species:S:1:pos:R:3:forces:R:3
H -2.00433 -1.49397 0.09791 1.94 -0.32 -0.03
N -0.99206 -1.77003 -0.08554 0.28 1.01 0.68
C -0.14307 -0.84590 0.27240 -1.93 0.31 -1.66
C -0.70289 0.57335 0.74377 0.74 -2.17 0.92
N -0.59470 1.53172 -0.39288 -6.25 -1.89 2.23
N 1.18971 -0.96494 -0.21001 0.01 -1.65 -0.36
S 2.62955 -0.07092 0.22529 -2.86 1.14 -2.38
H -1.78048 0.38594 0.96922 0.86 0.24 -0.28
H -0.23252 0.68526 1.80045 -0.39 1.23 -2.02
H -1.24176 1.11649 -1.14003 2.01 1.06 1.15
H 0.29976 1.66325 -0.59428 4.46 0.64 -1.82
H 1.30234 -1.77729 -0.91035 -0.18 1.81 1.80
H 2.27046 0.96702 -0.77595 1.29 -1.42 1.79
```
Positions in Å, forces in eV/Å.

total charge = 0
Kohn-Sham gap = 9.640 eV
electronic energy = -17490.8787 eV
relative energy (zero: lowest compared OMol25 entry of this formula, charge and spin) = 196.17 kJ/mol
LUMO energy = 0.5 eV
2S+1 = 1

***

[8]
Below is a 3-piece molecular cluster, C2H7N3S overall in a non-equilibrium geometry, with properties calculated with wB97M-V/def2-TZVPD.

Structure (XYZ):
```
13
Properties=species:S:1:pos:R:3:forces:R:3
C 0.69311 -0.16568 -0.74134 0.41 0.60 -0.61
C 0.19748 0.70875 0.36463 -1.81 -0.35 1.14
H -0.65432 -1.76272 -1.91984 1.48 5.32 0.31
H 0.23172 0.06603 -2.98749 -2.44 -2.17 4.47
H 1.68235 0.47698 -1.00596 -2.34 -2.23 -0.02
H 0.86634 -1.09133 -0.22810 0.87 -0.78 -0.18
H 0.77904 2.48129 1.27056 -0.50 -2.18 -1.48
H -1.28044 1.02307 1.95802 1.43 -1.81 -2.06
H -0.57751 -2.18980 2.06608 -1.27 2.29 -1.10
N -0.38931 -0.37701 -1.77209 1.83 -2.43 -4.39
N 0.87760 1.73583 0.48419 1.28 4.12 1.97
N -0.90638 0.31521 1.20867 0.29 1.80 1.28
S -1.51970 -1.22061 1.30267 0.77 -2.19 0.64
```
Positions in Å, forces in eV/Å.

total charge = 0
Kohn-Sham gap = 9.598 eV
electronic energy = -17487.4161 eV
relative energy (zero: lowest compared OMol25 entry of this formula, charge and spin) = 530.26 kJ/mol
LUMO energy = 0.4 eV
2S+1 = 1

***

[9]
Below is one molecule with the formula C2H7N3S in a non-equilibrium geometry, with properties calculated with wB97M-V/def2-TZVPD.

Structure (XYZ):
```
13
Properties=species:S:1:pos:R:3:forces:R:3
C -0.28316 1.34028 -0.09589 -0.15 -0.22 -0.11
C -0.27588 -0.15434 -0.13275 0.16 -0.34 0.19
N -1.28628 -0.93262 -0.03285 -0.10 0.37 -0.06
S -2.82601 -0.18094 0.05003 0.11 -0.39 -0.01
N 0.94952 -0.78574 -0.34787 -0.12 -0.95 -0.07
N 2.09607 -0.22364 0.24299 -0.14 -0.34 0.97
H 0.71704 1.73319 -0.19990 0.16 0.08 0.12
H -0.88557 1.70039 -0.92858 -0.18 0.08 -0.01
H -0.73838 1.67519 0.83735 0.02 0.10 -0.05
H -3.49258 -1.35018 0.09702 0.08 0.26 0.00
H 0.84948 -1.81753 -0.28487 0.11 1.03 -0.04
H 2.29274 -0.65516 1.16639 -0.10 0.39 -0.88
H 2.88302 -0.34889 -0.37106 0.14 -0.09 -0.06
```
Positions in Å, forces in eV/Å.

total charge = 0
Kohn-Sham gap = 8.970 eV
electronic energy = -17491.7688 eV
relative energy (zero: lowest compared OMol25 entry of this formula, charge and spin) = 110.28 kJ/mol
LUMO energy = 1.0 eV
2S+1 = 1

***

[10]
Below is one molecule with the formula C2H7N3S in a non-equilibrium geometry, with properties calculated with wB97M-V/def2-TZVPD.

Structure (XYZ):
```
13
Properties=species:S:1:pos:R:3:forces:R:3
H 0.74439 2.27241 -0.21209 -0.90 -0.25 0.53
N -0.19095 2.00311 0.15115 -0.12 -0.66 -0.08
C -0.32591 0.72582 0.04744 0.25 1.24 -0.38
N -1.43905 0.03330 0.47172 1.07 0.05 0.30
N -1.91481 -1.08350 -0.29270 -1.09 -0.65 0.32
S 1.00503 -0.16631 -0.70148 0.56 -0.90 -0.53
C 1.69699 -0.83539 0.81786 -1.00 -0.65 1.21
H -2.14731 0.68390 0.77368 -0.42 -0.14 -0.29
H -1.14013 -1.60651 -0.70004 0.15 0.52 0.21
H -2.39867 -1.75093 0.34432 0.70 0.86 -0.38
H 1.92016 -0.02808 1.50792 0.10 0.15 0.00
H 2.58816 -1.43400 0.69246 0.18 0.00 -0.54
H 0.94002 -1.48874 1.31436 0.53 0.44 -0.37
```
Positions in Å, forces in eV/Å.

total charge = 0
Kohn-Sham gap = 9.245 eV
electronic energy = -17491.5660 eV
relative energy (zero: lowest compared OMol25 entry of this formula, charge and spin) = 129.86 kJ/mol
LUMO energy = 0.7 eV
2S+1 = 1